The following is a DFT calculation (wB97M-V/def2-TZVPD) of C6H12N2 as an isolated structure.

Structure (XYZ):
```
20
Properties=species:S:1:pos:R:3:forces:R:3
C -1.945680 -0.286379 -1.050868 -2.23 -2.70 2.72
C -0.741583 -0.178674 -0.085670 -2.13 2.07 -0.97
C -0.699996 -1.249243 0.994889 0.71 0.32 0.94
C -0.599550 1.308369 0.395379 -3.72 0.40 -0.14
C 0.871631 1.262161 0.184608 0.45 2.08 -3.81
C 2.671319 -0.426118 -0.309101 -2.57 -10.71 0.22
H -1.585665 0.235508 -1.884443 -0.53 0.79 -1.62
H -3.032457 0.050100 -0.555040 3.10 -0.31 -1.33
H -2.157413 -1.408457 -1.260124 0.53 1.82 -0.16
H -0.984723 -2.448524 0.452203 1.36 3.85 2.24
H -1.502502 -0.881516 1.895876 2.17 -1.44 -2.61
H 0.465591 -0.934096 1.368344 -3.21 -2.28 -0.12
H -1.370669 1.899165 -0.427151 2.94 -0.93 2.40
H -0.971101 1.494591 1.391576 -0.21 0.26 0.32
H 1.742473 0.992905 0.807320 -1.74 -0.22 1.03
H 1.324803 2.103568 -0.364698 -0.45 0.31 0.25
H 3.053438 0.458502 -0.180350 1.61 5.09 -0.01
H 3.483567 -1.314362 0.019824 -2.43 2.34 -1.13
N 0.568081 0.196071 -0.861558 0.51 -2.67 3.37
N 1.410442 -0.873573 -0.531016 5.83 1.92 -1.60
```
Forces are in eV/Å.

Properties
Max |F| ... 0.2141 Eh/bohr
HOMO energy ... -0.33222 Ha
Frontier orbital gap ... 9.96 eV
Energy relative to the best compared isomer or geometry (same formula, charge and spin) ... 703.3 kJ/mol
LUMO level ... 0.924 eV
Calculated total energy ... -345.06000 Eh

The following is a DFT calculation (wB97M-V/def2-TZVPD) of one molecule with the formula C3H6INO.

Structure (XYZ):
```
12
Properties=species:S:1:pos:R:3:forces:R:3
H -1.249912 1.423954 -1.162540 2.23 -0.40 2.22
N -0.378657 1.521858 -0.485660 -2.56 0.31 -2.05
C 0.019617 0.630744 0.293516 1.05 -1.73 -0.05
C 1.380872 0.905310 1.000370 -2.81 -4.31 0.04
I 2.813857 -0.307326 -0.007382 0.28 -0.21 -0.04
O -0.401702 -0.722845 0.519780 0.16 2.07 -0.51
C -1.137072 -1.364991 -0.544078 -0.80 3.96 -1.44
H 1.280214 0.497317 2.009799 0.55 0.65 -0.01
H 1.702644 1.842553 0.807538 0.67 3.02 0.09
H -1.114096 -2.378119 -0.312573 0.39 -1.79 -0.09
H -0.662240 -0.993787 -1.552020 -0.88 -1.31 1.70
H -2.253530 -1.054671 -0.566752 1.72 -0.26 0.14
```
Forces are in eV/Å.

Properties
Max |F| ... 0.1000 Eh/bohr
HOMO energy ... -0.34738 Ha
Frontier orbital gap ... 9.84 eV
Energy relative to the best compared isomer or geometry (same formula, charge and spin) ... 99.9 kJ/mol
LUMO level ... 0.388 eV
Calculated total energy ... -545.54372 Eh
SMILES ... [H]/N=C(/CI)OC

The following is a DFT calculation (wB97M-V/def2-TZVPD) of a 7-piece molecular cluster, C13H27F6NO21PS5 overall.

Structure (XYZ):
```
74
Properties=species:S:1:pos:R:3:forces:R:3
P 0.499772 -0.576277 0.207011 -0.36 0.22 0.99
F 2.088114 -0.367093 -0.158016 0.06 1.89 -1.07
F -0.114715 0.263440 -1.055634 0.33 1.36 0.30
F 0.541160 -1.736504 -0.865623 -0.07 -2.45 -0.16
F -1.033326 -0.997146 0.659572 1.15 0.38 -0.23
F 1.132353 -1.422679 1.415312 -1.12 -0.59 0.37
F 0.449436 0.781524 1.125899 0.12 -0.83 -0.70
C 3.387375 0.131406 -3.447596 0.04 -0.80 1.44
C 4.935448 0.292842 -3.606765 -3.86 0.63 -1.79
O 5.672178 -0.007140 -2.699596 1.63 -0.82 2.47
N 5.324520 0.742630 -4.750301 -0.71 0.19 0.21
C 6.680502 0.813310 -5.190688 0.10 -0.61 -1.26
H 2.831152 0.575541 -4.273104 0.40 0.08 0.04
H 3.028735 0.452908 -2.469779 0.24 0.81 0.05
H 3.137791 -0.918968 -3.297505 0.34 -0.34 -0.66
H 4.609082 0.855581 -5.454212 -0.06 0.10 0.26
H 7.069474 -0.204769 -5.208397 0.36 0.11 -0.03
H 7.332213 1.471512 -4.616095 -0.31 0.18 -0.22
H 6.425482 1.098701 -6.211288 1.65 0.42 -0.21
C -3.462758 0.013433 2.467364 -0.91 0.13 1.06
C -3.397316 0.814716 3.817567 -2.74 1.42 -3.43
O -2.412802 0.247273 4.497974 3.13 -2.65 2.11
S -2.466465 -1.433482 4.392121 1.36 2.78 -1.08
O -3.354413 -1.884105 5.392021 -0.40 -0.69 0.02
O -1.092254 -1.912965 4.367474 -2.63 0.71 -0.64
O -3.274864 -1.327312 2.954249 1.50 -1.47 0.70
H -2.766853 0.346022 1.697166 0.59 -0.40 0.41
H -4.441823 -0.039198 1.991188 -0.15 0.34 0.31
H -4.362118 0.795635 4.324415 -0.14 -0.23 0.14
H -3.196754 1.855065 3.561546 0.38 0.05 0.35
C 0.709127 -4.762383 -1.631176 0.10 -1.02 -0.20
C -0.177330 -4.876935 -0.430992 1.04 0.54 0.45
O -0.947533 -6.054982 -0.630694 -0.33 -1.50 -0.98
S -0.113466 -7.229293 -1.517720 0.47 -0.31 1.16
O -0.829922 -7.676289 -2.693596 0.61 1.45 1.41
O 0.377716 -8.320987 -0.660063 -0.71 3.00 -1.45
O 1.067855 -6.144996 -1.882590 -0.16 -1.48 -0.33
H 1.640873 -4.237457 -1.420466 -0.22 0.03 -0.14
H 0.178866 -4.378215 -2.502571 0.12 0.11 -0.02
H -0.702528 -3.927694 -0.325087 -0.90 -0.54 0.05
H 0.440750 -4.990071 0.459669 -0.05 -0.16 0.12
C -0.361943 3.435811 -1.986967 0.44 0.81 0.88
C 0.586672 3.187934 -0.760323 -0.87 -0.39 -1.56
O 1.398376 4.326222 -0.789792 0.35 2.97 0.46
S 0.451641 5.687096 -1.023929 -1.36 0.57 0.35
O 1.170698 6.738819 -1.760623 -1.26 -2.79 1.77
O -0.348603 6.029715 0.172426 2.41 -0.87 -2.59
O -0.557731 4.884547 -2.030780 0.49 0.53 0.82
H -1.324764 2.958566 -1.804453 0.09 0.05 -0.48
H 0.109191 3.289175 -2.958897 -0.14 -0.93 0.18
H 1.255149 2.345675 -0.938767 -0.29 -0.01 0.23
H 0.023537 3.073957 0.165950 0.15 0.05 -0.01
C -4.923110 -0.186798 -1.971311 0.70 -0.87 -1.25
C -3.757710 0.787325 -1.798709 0.29 -0.07 -0.91
O -4.203508 1.784371 -0.940205 -2.28 1.75 1.54
S -5.862009 1.820673 -0.789479 -2.70 0.91 -0.17
O -6.602620 2.575431 -1.841880 2.68 -1.08 2.87
O -6.259849 2.002308 0.633572 1.73 -0.60 -3.95
O -6.071480 0.299351 -1.300875 0.71 0.03 1.35
H -4.545785 -1.162940 -1.666565 -0.84 -0.12 0.67
H -5.189996 -0.296403 -3.022435 0.00 0.16 -0.03
H -3.480200 1.235975 -2.752543 0.00 0.02 -0.09
H -2.862021 0.358807 -1.349050 -0.14 -0.21 0.06
C 1.150887 0.383571 4.034630 -0.54 0.48 1.57
C 2.659103 0.723237 4.141666 -0.28 0.19 -1.40
O 2.996892 0.762323 5.531511 0.68 0.32 0.95
S 1.700940 1.175278 6.443358 -0.98 1.38 -3.27
O 1.372190 2.600435 6.215281 0.70 -3.13 0.36
O 1.775927 0.714691 7.798065 0.08 -0.28 -1.78
O 0.815220 0.202132 5.398216 -0.84 0.62 4.18
H 0.890619 -0.608126 3.664632 0.38 0.42 -0.73
H 0.436241 1.152774 3.741861 0.61 0.10 -0.97
H 2.996595 1.643758 3.665392 -0.53 0.30 0.21
H 3.148714 -0.050291 3.550031 0.65 -0.37 0.96
```
Forces are in eV/Å.

Properties
Max |F| ... 0.0898 Eh/bohr
HOMO energy (alpha / beta) ... -0.37349 / -0.37349 Ha
Frontier orbital gap (alpha / beta) ... 8.20 / 2.68 eV
Multiplicity ... 2
LUMO level (alpha / beta) ... -1.965 / -7.483 eV
Expectation value of S² ... 0.755
Calculated total energy ... -5077.67019 Eh